Entry from OMol25: a 14-piece molecular cluster, C17H53FO17 overall (ωB97M-V/def2-TZVPD).

Output
E_HOMO: -0.29678 Eh
E_LUMO: -0.18 eV
charge: 0

Cartesian coordinates (Å):
C 0.539 2.984 -1.775
C 0.535 1.704 -1.504
C -0.718 0.904 -1.321
C -1.139 0.792 0.176
C -1.423 2.265 0.578
O -0.665 2.943 1.145
O -2.675 2.588 0.181
C -3.365 1.355 -0.132
C -2.534 0.237 0.495
C -2.999 0.280 2.007
C -1.884 0.269 3.086
C -2.141 -0.808 4.171
C -0.774 -1.083 4.853
C -0.041 -2.200 4.085
C 1.428 -2.311 4.516
O 2.335 -1.988 3.455
C 2.578 -0.682 3.340
C 3.242 -0.289 2.048
O 2.338 0.132 4.165
C -2.949 -1.150 0.018
C -2.791 -1.447 -1.482
F -2.310 -2.147 0.737
H -0.275 3.428 -2.333
H 1.380 3.587 -1.470
H 1.485 1.177 -1.440
H -0.459 -0.103 -1.656
H -1.510 1.290 -1.958
H -0.310 0.360 0.720
H -3.417 1.341 -1.225
H -4.396 1.420 0.213
H -3.623 1.152 2.177
H -3.640 -0.570 2.218
H -0.886 0.084 2.701
H -1.941 1.213 3.617
H -2.433 -1.759 3.723
H -2.833 -0.457 4.925
H -0.135 -0.210 4.752
H -0.880 -1.296 5.916
H -0.134 -1.956 3.028
H -0.545 -3.130 4.340
H 1.586 -3.370 4.743
H 1.618 -1.776 5.442
H 4.149 0.242 2.322
H 2.610 0.427 1.538
H 3.453 -1.141 1.413
H -4.012 -1.240 0.240
H -3.695 -1.962 -1.810
H -2.702 -0.566 -2.103
H -1.979 -2.161 -1.607
O -1.999 2.317 -4.238
H -2.721 2.788 -3.807
H -1.760 2.894 -4.969
O 1.797 -5.364 6.079
H 2.565 -5.440 6.655
H 1.743 -6.221 5.641
O -4.286 -1.618 6.553
H -4.924 -1.382 7.235
H -4.019 -2.516 6.775
O -6.660 1.029 -0.240
H -6.657 1.992 -0.193
H -7.592 0.795 -0.165
O 3.308 0.449 -0.856
H 4.166 0.878 -0.952
H 3.452 -0.441 -1.207
O 3.443 -0.986 -3.373
H 3.885 -1.220 -4.201
H 3.485 -0.023 -3.345
O 4.788 -2.204 -5.718
H 4.779 -2.956 -6.317
H 5.625 -1.760 -5.921
O -1.225 1.662 6.086
H -1.072 2.344 6.749
H -0.446 1.703 5.519
O 7.030 -2.108 -7.243
H 7.063 -2.850 -7.859
H 7.852 -1.631 -7.401
O 6.215 0.606 -4.324
H 6.215 -0.143 -4.926
H 7.043 1.058 -4.519
O 7.591 1.754 -6.617
H 8.038 1.533 -7.441
H 7.626 2.717 -6.581
O -3.684 4.395 -4.795
H -3.671 5.359 -4.769
H -4.617 4.167 -4.700
O -4.805 0.851 -3.858
H -3.947 1.279 -3.967
H -4.667 -0.039 -4.198